1.
Density functional theory data (ωB97M-V/def2-TZVPD) for a 10-piece molecular cluster, C18H48F18N7O9P3 overall in a non-equilibrium geometry.

Structure (XYZ):
```
103
Properties=species:S:1:pos:R:3:mulliken_charge:R:1
C -21.227 -15.756 13.211 -0.89
C -21.796 -14.472 12.675 0.74
O -22.716 -14.459 11.902 -0.45
N -21.076 -13.128 12.816 1.11
H -20.124 -13.353 13.067 -0.41
H -20.996 -12.786 11.870 0.38
C -21.831 -12.159 13.771 -0.67
H -21.589 -16.705 12.815 0.42
H -21.162 -15.767 14.299 0.26
H -20.152 -15.803 13.038 -0.01
H -22.852 -12.479 13.980 0.31
H -21.701 -11.128 13.442 0.30
H -21.259 -12.293 14.689 0.26
C -17.811 -8.846 13.660 -1.20
C -18.153 -9.932 14.638 0.50
O -19.296 -10.341 14.744 -0.41
N -17.140 -10.160 15.753 -0.05
H -16.408 -9.464 15.750 0.45
H -17.778 -9.990 16.518 0.44
C -16.615 -11.583 15.713 -0.15
H -16.809 -9.001 13.260 0.39
H -17.910 -7.934 14.248 0.42
H -18.445 -8.733 12.781 0.24
H -15.877 -11.587 16.515 0.36
H -16.176 -11.617 14.715 0.04
H -17.522 -12.187 15.722 -0.10
C -16.500 -15.338 17.425 -1.14
C -15.939 -15.480 16.086 0.57
O -15.237 -14.600 15.604 -0.35
N -16.287 -16.821 15.336 -0.11
H -15.687 -17.618 15.495 0.41
H -17.147 -17.233 15.668 0.43
C -16.334 -16.663 13.778 -0.20
H -16.418 -14.272 17.639 0.22
H -15.879 -15.981 18.048 0.45
H -17.558 -15.589 17.497 0.36
H -17.243 -16.089 13.598 -0.15
H -16.366 -17.636 13.289 0.43
H -15.498 -16.046 13.448 -0.06
C -14.729 -12.429 7.824 -1.29
C -16.152 -12.969 7.811 0.93
O -17.109 -12.385 7.256 -0.49
N -16.427 -14.184 8.695 0.81
H -15.550 -14.587 8.994 0.01
H -16.836 -13.818 9.542 -0.34
C -17.366 -15.329 8.169 -0.68
H -14.222 -12.020 6.949 0.44
H -14.070 -13.288 7.945 0.40
H -14.520 -11.776 8.671 0.24
H -18.294 -14.785 7.991 0.41
H -17.506 -15.995 9.021 0.20
H -16.926 -15.885 7.341 0.34
C -12.115 -11.296 14.274 -0.48
C -11.466 -12.587 14.682 0.11
O -11.271 -12.825 15.863 -0.70
N -11.117 -13.614 13.554 -0.03
H -10.580 -13.265 12.773 0.37
H -10.449 -14.216 14.013 0.36
C -12.368 -14.325 13.020 -0.83
H -13.196 -11.423 14.331 -0.30
H -11.666 -10.863 13.380 0.32
H -11.994 -10.669 15.157 0.32
H -12.158 -14.708 12.022 0.43
H -13.126 -13.605 12.712 0.20
H -12.791 -15.078 13.685 0.23
C -17.877 -10.192 9.129 -0.22
C -18.808 -9.033 9.066 0.37
O -18.739 -8.013 9.722 -0.50
N -19.878 -9.149 7.931 0.09
H -20.488 -9.950 8.011 0.17
H -20.496 -8.356 7.834 0.42
C -19.239 -9.111 6.534 -0.78
H -17.686 -10.546 10.142 -0.19
H -16.957 -10.112 8.549 0.46
H -18.379 -11.110 8.821 0.09
H -18.272 -9.613 6.523 0.27
H -19.188 -8.063 6.237 0.36
H -20.010 -9.648 5.981 0.39
P -14.148 -16.849 10.428 1.41
F -14.786 -15.379 10.935 -0.33
F -13.656 -17.100 11.962 -0.35
F -15.486 -17.591 10.928 -0.36
F -13.483 -18.260 10.101 -0.34
F -14.801 -16.799 8.949 -0.38
F -12.797 -16.077 10.067 -0.40
P -17.130 -13.135 12.031 1.55
F -16.002 -13.420 13.138 -0.28
F -15.997 -12.761 10.794 -0.34
F -17.127 -14.674 11.450 -0.48
F -18.444 -12.711 11.154 -0.32
F -18.241 -13.439 13.257 -0.81
F -17.044 -11.584 12.449 -0.61
P -20.362 -13.999 17.034 1.57
F -19.331 -13.964 15.848 -0.47
F -19.071 -13.753 18.046 -0.39
F -20.571 -12.300 17.032 -0.39
F -21.355 -14.065 18.334 -0.38
F -21.683 -14.124 16.063 -0.33
F -20.270 -15.572 17.224 -0.40
N -21.106 -12.427 8.897 0.95
O -20.490 -13.036 7.964 -0.62
O -21.042 -12.804 10.030 -0.68
O -21.603 -11.351 8.654 -0.83
```

Computed properties:
- expectation value of S² = 0.753
- E_LUMO (alpha / beta) (eV) = -3.20 / -3.21
- total charge = +1
- HOMO (alpha / beta) (eV) = -5.94 / -10.51
- Kohn-Sham gap (alpha / beta) (eV) = 2.74 / 7.31
- molar mass (g mol⁻¹) = 941.51
- spin multiplicity = 2

2.
Density functional theory data (ωB97M-V/def2-TZVPD) for CH3N5 in the gas phase in a non-equilibrium geometry.

Structure (XYZ):
```
9
Properties=species:S:1:pos:R:3:mulliken_charge:R:1
C -0.800 0.037 -0.030 0.40
H -2.418 -0.870 0.086 0.29
H 1.983 0.757 0.853 0.30
H 0.041 1.862 -0.820 0.31
N -2.049 0.128 0.075 -0.57
N -0.021 -1.184 -0.026 -0.18
N 1.249 -0.851 -0.076 -0.21
N 1.435 0.453 0.011 -0.05
N 0.128 1.173 0.024 -0.30
```

Computed properties:
- E_LUMO (eV) = -0.24
- HOMO (eV) = -9.55
- Kohn-Sham gap (eV) = 9.31
- molar mass (g mol⁻¹) = 85.07
- relative energy (zero: lowest compared OMol25 entry of this formula, charge and spin) (eV) = 2.0302

3.
Density functional theory data (ωB97M-V/def2-TZVPD) for C24H21AuN2O2S3 as an isolated structure.

Structure (XYZ):
```
53
Properties=species:S:1:pos:R:3:mulliken_charge:R:1
Au -0.698 -0.880 -2.140 0.52
S -1.765 -2.701 -1.388 -0.43
C -1.385 -3.921 -2.603 0.80
C -1.806 -5.228 -2.363 -0.77
C -1.546 -6.223 -3.286 -0.54
C -0.865 -5.916 -4.459 -0.56
C -0.453 -4.619 -4.699 -0.65
C -0.705 -3.608 -3.770 0.57
S -0.187 -1.966 -4.107 -0.54
H -2.340 -5.453 -1.447 0.38
H -1.871 -7.237 -3.093 0.36
H -0.658 -6.691 -5.185 0.35
H 0.072 -4.371 -5.614 0.38
C 0.963 2.939 -1.872 -1.42
C 1.200 1.548 -2.392 0.79
O 0.272 0.912 -2.922 -0.71
N 2.449 1.085 -2.285 -0.03
C 2.886 -0.252 -2.668 -0.82
C 2.994 -1.135 -1.450 0.69
C 4.199 -1.571 -0.924 -0.81
C 4.174 -2.316 0.248 -0.26
C 2.957 -2.582 0.851 -0.82
C 1.801 -2.098 0.249 -0.19
N 1.824 -1.400 -0.876 0.23
H -0.085 3.186 -2.007 0.33
H 1.586 3.662 -2.399 0.43
H 1.202 2.980 -0.809 0.35
H 3.100 1.665 -1.780 0.24
H 3.837 -0.181 -3.196 0.43
H 2.139 -0.660 -3.349 -0.02
H 5.133 -1.336 -1.419 0.41
H 5.096 -2.678 0.686 0.40
H 2.896 -3.153 1.766 0.39
H 0.820 -2.276 0.678 0.45
C -2.359 6.436 5.887 -1.10
C -2.856 5.218 5.159 0.79
O -3.666 5.240 4.279 -0.49
S -2.100 3.683 5.762 -0.23
C -1.906 2.797 4.237 0.08
C -0.619 2.487 3.813 -0.45
C -0.428 1.787 2.635 -0.57
C -1.518 1.399 1.853 0.42
C -2.806 1.712 2.292 -0.65
C -3.002 2.394 3.480 -0.28
C -1.316 0.688 0.624 -0.08
C -1.142 0.100 -0.418 -0.02
H -2.977 7.294 5.633 0.30
H -1.324 6.615 5.595 0.29
H -2.363 6.264 6.964 0.33
H 0.230 2.795 4.409 0.41
H 0.573 1.538 2.306 0.46
H -3.655 1.406 1.695 0.45
H -4.001 2.622 3.821 0.42
```

Computed properties:
- E_LUMO (eV) = -0.59
- HOMO (eV) = -7.38
- Kohn-Sham gap (eV) = 6.78
- molar mass (g mol⁻¹) = 662.61
- relative energy (zero: lowest compared OMol25 entry of this formula, charge and spin) (eV) = 0.0000

> Among the records above, which one has the highest molar mass?

C18H48F18N7O9P3